--- w ---
DFT (ωB97M-V/def2-TZVPD) results for a 2-piece molecular cluster, H4O2 overall.

Last column: natural (NBO) charge in e.
Cartesian coordinates (Å):
H: 0.71782 -0.29568 0.10858  0.49
H: 2.01712 0.49487 0.37424  0.46
H: -1.95420 -0.58370 0.15724  0.49
H: -1.27891 0.77325 -0.33548  0.49
O: 1.65171 -0.22278 -0.18435  -0.96
O: -1.15354 -0.16596 -0.12023  -0.96

## Properties
HOMO = -10.839 eV
orbital gap = 11.503 eV
SMILES = O.O

--- x ---
DFT (ωB97M-V/def2-TZVPD) results for a 2-piece molecular cluster, H4O2 overall.

Last column: natural (NBO) charge in e.
Cartesian coordinates (Å):
O: -0.21128 -1.26571 1.43305  -0.94
H: -0.87707 -1.86353 1.09311  0.47
H: 0.24161 -0.94285 0.65402  0.47
O: 0.00042 1.12194 -0.92700  -0.94
H: -0.00339 1.64569 -1.72818  0.47
H: 0.84971 1.30446 -0.52500  0.47

## Properties
HOMO = -11.284 eV
orbital gap = 12.034 eV
SMILES = O.O

Short version: x is the least stable of them.

--- w ---
DFT (ωB97M-V/def2-TZVPD) results for a 2-piece molecular cluster, H4O2 overall.

Last column: natural (NBO) charge in e.
Cartesian coordinates (Å):
H: -0.96747 -0.79562 0.02533  0.47
H: -1.62105 0.42835 0.69583  0.47
H: 0.69874 0.06407 -0.13764  0.45
H: 1.91021 0.57929 -0.45194  0.46
O: -1.61010 -0.08978 -0.14813  -0.94
O: 1.58967 -0.18631 0.01655  -0.92

## Properties
HOMO = -11.852 eV
orbital gap = 12.629 eV
SMILES = O.O

--- x ---
DFT (ωB97M-V/def2-TZVPD) results for a 2-piece molecular cluster, H4O2 overall.

Last column: natural (NBO) charge in e.
Cartesian coordinates (Å):
H: 0.69345 0.33979 -0.14417  0.49
H: 1.87755 -0.56766 0.23788  0.46
H: -1.80330 0.77685 0.20489  0.48
H: -1.12292 -0.52119 -0.03436  0.48
O: 1.28442 -0.38123 -0.49558  -0.97
O: -0.92920 0.35344 0.23134  -0.94

## Properties
HOMO = -10.791 eV
orbital gap = 11.573 eV
SMILES = O.O

--- y ---
DFT (ωB97M-V/def2-TZVPD) results for H4O2 as an isolated structure.

Last column: natural (NBO) charge in e.
Cartesian coordinates (Å):
O: 0.65348 0.12887 0.03276  -0.85
H: 0.76467 1.04411 0.29008  0.50
H: 1.52046 -0.25996 0.14835  0.49
O: -1.15663 -0.60961 -0.32442  -1.00
H: -0.21656 -0.44264 -0.25634  0.43
H: -1.56542 0.13923 0.10958  0.43

## Properties
HOMO = -9.522 eV
orbital gap = 9.803 eV

Short version: y is the least stable of them.

--- w ---
DFT (ωB97M-V/def2-TZVPD) results for a 2-piece molecular cluster, H4O2 overall.

Last column: natural (NBO) charge in e.
Cartesian coordinates (Å):
O: -1.04852 -0.93539 0.50471  -0.96
H: -0.33262 -0.30032 0.52542  0.47
H: -1.72281 -0.51949 -0.03250  0.46
O: 0.76538 0.39503 -0.54215  -0.92
H: 0.85215 1.34028 -0.41888  0.48
H: 1.48643 0.01989 -0.03659  0.48

## Properties
HOMO = -10.591 eV
orbital gap = 11.209 eV
SMILES = O.O

--- x ---
DFT (ωB97M-V/def2-TZVPD) results for a 2-piece molecular cluster, H4O2 overall.

Last column: natural (NBO) charge in e.
Cartesian coordinates (Å):
H: 2.33980 -0.54249 -0.23724  0.47
H: 1.90404 0.83643 0.08383  0.47
H: -2.65235 -0.28813 0.25097  0.46
H: -1.23034 -0.09890 0.34254  0.47
O: 1.57129 0.00526 -0.17594  -0.93
O: -1.93244 0.08782 -0.26415  -0.93

## Properties
HOMO = -11.285 eV
orbital gap = 12.156 eV
SMILES = O.O

Short version: w is the least stable of them.

--- w ---
DFT (ωB97M-V/def2-TZVPD) results for a 2-piece molecular cluster, C3H8N2O overall.

Last column: natural (NBO) charge in e.
Cartesian coordinates (Å):
C: -1.71469 1.45874 -0.45636  -0.51
C: -1.23120 1.31921 0.79461  0.00
N: -0.00290 1.78557 1.22057  -0.84
H: -0.94705 1.74461 -1.17612  0.17
H: -2.72636 1.26994 -0.74921  0.22
H: -1.99171 1.22929 1.56185  0.19
H: 0.71726 1.85463 0.52969  0.37
H: 0.14243 2.17163 2.13552  0.40
C: 0.75960 -1.49921 -0.18168  0.53
N: 1.53916 -0.75300 -1.11983  -0.85
O: 0.53809 -2.67172 -0.25794  -0.54
H: 0.20406 -0.91069 0.56994  0.11
H: 1.58320 0.23523 -0.91401  0.36
H: 0.92346 -0.78150 -1.94102  0.39

## Properties
HOMO = -8.587 eV
orbital gap = 9.344 eV
SMILES = C=CN.NC=O

--- x ---
DFT (ωB97M-V/def2-TZVPD) results for a 2-piece molecular cluster, C3H8N2O overall.

Last column: natural (NBO) charge in e.
Cartesian coordinates (Å):
C: 1.24538 1.05522 0.02101  -0.10
N: 1.41031 0.04531 0.90091  -0.31
N: -0.21728 0.15664 -1.04877  -0.78
C: -0.90270 -0.48726 0.16064  0.01
C: -2.18062 -0.15523 0.41699  -0.45
O: 1.97272 -1.09601 0.23809  -0.64
H: 2.46766 -1.56703 0.92087  0.47
H: 0.39303 -0.49437 -1.53298  0.40
H: -0.87594 0.53067 -1.72528  0.38
H: 2.15999 1.60375 -0.17356  0.20
H: 0.51632 1.85070 0.14606  0.18
H: -0.51464 -1.37824 0.63723  0.23
H: -2.76306 -0.68964 1.14901  0.21
H: -2.71115 0.62549 -0.11020  0.19

## Properties
HOMO (spin up / spin down) = -7.324 / -7.323 eV
orbital gap (spin up / spin down) = 8.086 / 8.085 eV
SMILES = C=CN.C=NO

Short version: x is the least stable of them.

--- w ---
DFT (ωB97M-V/def2-TZVPD) results for one molecule with the formula CH5N3O2.

Last column: natural (NBO) charge in e.
Cartesian coordinates (Å):
C: -0.73463 0.75820 -0.56081  0.14
N: 1.32044 -1.33248 -0.38501  -0.66
O: 0.34957 1.22500 1.63082  -0.51
O: -1.96394 0.21670 -0.29759  -0.68
N: 1.15958 0.40782 1.11807  0.18
N: 0.59025 -0.26223 0.19702  -0.10
H: -2.13687 0.35783 0.64723  0.49
H: 1.90366 -1.77467 0.32528  0.38
H: 0.64435 -2.01016 -0.73662  0.37
H: -0.66481 1.81921 -0.33728  0.21
H: -0.46759 0.59479 -1.60112  0.18

## Properties
HOMO = -8.753 eV
orbital gap = 9.250 eV
SMILES = NN(CO)N=O

--- x ---
DFT (ωB97M-V/def2-TZVPD) results for one molecule with the formula CH5N3O2.

Last column: natural (NBO) charge in e.
Cartesian coordinates (Å):
C: -0.26352 -0.84908 0.49171  -0.20
N: 1.28148 0.95195 -0.42778  -0.59
N: 1.12511 -0.38176 -0.49581  -0.41
N: -1.28257 0.08733 0.18423  0.48
O: -1.09927 1.26246 0.45495  -0.42
O: -2.22923 -0.30027 -0.45328  -0.39
H: -0.43359 -1.89283 0.37230  0.23
H: -0.00720 -0.55898 1.54044  0.21
H: 0.54682 1.53367 -0.81665  0.35
H: 1.38657 0.98006 0.57104  0.36
H: 0.97540 -0.83254 -1.42116  0.36

## Properties
HOMO = -9.099 eV
orbital gap = 9.099 eV
SMILES = NNC[N+](=O)[O-]

Short version: x is the least stable of them.

--- w ---
DFT (ωB97M-V/def2-TZVPD) results for one molecule with the formula C21H25N3O7S.

Last column: natural (NBO) charge in e.
Cartesian coordinates (Å):
C: -2.07899 0.61620 4.42588  -0.64
C: -1.50695 -0.19467 3.27375  -0.08
H: -0.66067 -0.80023 3.61254  0.20
H: -2.26785 -0.83294 2.82192  0.20
O: -1.06679 0.66190 2.21136  -0.49
C: 0.14697 1.16627 2.29077  0.81
O: 0.94688 0.94267 3.16946  -0.64
C: 0.43752 2.13128 1.14161  -0.18
N: 1.64005 1.75412 0.44039  -0.60
C: 1.63244 1.13909 -0.75421  0.70
O: 0.59316 0.85315 -1.32726  -0.66
C: 3.01511 0.84028 -1.30718  -0.50
H: 3.69391 1.63652 -0.99711  0.23
H: 3.36572 -0.08884 -0.84909  0.24
C: 3.04599 0.70886 -2.83719  -0.49
C: 2.76035 -0.70912 -3.32826  0.69
O: 3.60659 -1.38267 -3.87301  -0.60
N: 1.48087 -1.09372 -3.08059  -0.66
C: 0.85560 -2.29484 -3.38274  0.27
C: -0.45546 -2.46680 -2.92538  -0.27
C: -1.13909 -3.63340 -3.19999  -0.16
C: -0.51716 -4.62503 -3.93390  -0.37
C: 0.77459 -4.47149 -4.39594  -0.16
C: 1.46878 -3.30778 -4.12302  -0.26
H: 2.47739 -3.17026 -4.47565  0.26
H: 1.21682 -5.26330 -4.97860  0.24
S: -1.38502 -6.13950 -4.25363  2.30
O: -2.79699 -5.93673 -4.09514  -0.94
O: -0.89373 -6.74329 -5.45889  -0.94
N: -0.86212 -7.08499 -2.95218  -1.08
H: -1.63828 -7.39577 -2.39084  0.40
H: -0.30486 -7.86329 -3.26532  0.40
H: -2.15350 -3.78951 -2.87014  0.24
H: -0.92345 -1.67529 -2.35841  0.22
H: 0.91057 -0.42167 -2.55895  0.44
H: 4.03851 0.97542 -3.20103  0.24
H: 2.31639 1.39087 -3.27806  0.23
H: 2.50367 2.00334 0.90354  0.42
H: -0.39656 2.12603 0.43774  0.26
C: 0.65793 3.52426 1.80296  0.08
C: -0.54644 3.85646 2.66201  0.01
C: -0.43370 3.99843 4.03724  -0.23
C: -1.55398 4.26247 4.80747  -0.21
C: -2.79554 4.38540 4.21050  -0.21
C: -2.91179 4.25830 2.83565  -0.21
C: -1.79428 3.99773 2.06505  -0.23
H: -1.89011 3.90799 0.99318  0.21
H: -3.87644 4.36308 2.36208  0.22
H: -3.66893 4.58795 4.81199  0.22
H: -1.45306 4.37323 5.87680  0.22
H: 0.53434 3.91840 4.50892  0.22
O: 1.87621 3.51447 2.49122  -0.72
H: 1.85934 2.77270 3.11938  0.49
H: 0.77067 4.27732 1.01337  0.20
H: -2.47829 -0.05666 5.17888  0.22
H: -2.87326 1.26742 4.06960  0.22
H: -1.30307 1.23019 4.87643  0.22

## Properties
HOMO = -8.629 eV
orbital gap = 9.015 eV
SMILES = CCOC(=O)[C@H](NC(=O)CCC(=O)Nc1ccc(S(N)(=O)=O)cc1)[C@H](O)c1ccccc1

--- x ---
DFT (ωB97M-V/def2-TZVPD) results for one molecule with the formula C21H25N3O7S.

Last column: natural (NBO) charge in e.
Cartesian coordinates (Å):
C: 1.04170 -4.69419 -2.44139  -0.64
C: 1.56132 -3.73752 -1.37874  -0.07
H: 2.56627 -4.03081 -1.06064  0.20
H: 1.57117 -2.71377 -1.76077  0.19
O: 0.70168 -3.68664 -0.23942  -0.50
C: 0.72030 -4.73827 0.58979  0.55
N: 1.63107 -5.67915 0.40090  -0.50
C: 1.70899 -6.68896 1.25144  0.09
C: 0.89107 -6.81597 2.36010  -0.30
C: -0.07815 -5.84675 2.55843  -0.08
C: -0.19801 -4.79135 1.66136  -0.26
C: -1.26472 -3.79234 1.89308  0.79
O: -1.79199 -3.60428 2.95907  -0.58
O: -1.59199 -3.13461 0.76666  -0.51
C: -2.52269 -2.07125 0.86347  -0.18
C: -1.87943 -0.70118 0.61369  0.66
O: -2.55632 0.29855 0.56569  -0.60
N: -0.53317 -0.76428 0.46099  -0.61
C: 0.35684 0.29280 0.27519  0.11
C: -0.00792 1.62453 0.43557  -0.17
C: 0.91202 2.63310 0.21101  -0.34
C: 2.21980 2.36289 -0.17051  0.00
C: 2.58008 1.01902 -0.28541  -0.21
C: 1.67579 0.00069 -0.07183  -0.16
H: 1.98880 -1.02920 -0.16149  0.20
H: 3.59804 0.77586 -0.55301  0.21
C: 3.24164 3.41768 -0.45418  -0.66
H: 4.20309 3.12713 -0.03544  0.22
H: 2.93898 4.37152 -0.03688  0.26
H: 3.36995 3.53215 -1.53107  0.22
S: 0.18571 4.27960 0.36335  2.33
O: -0.85432 4.22395 1.34228  -0.93
O: 1.18949 5.29568 0.50329  -0.94
N: -0.54536 4.53607 -1.11405  -0.67
C: -1.71587 3.74285 -1.41357  -0.27
H: -2.34533 3.72983 -0.52516  0.25
C: -2.44076 4.39456 -2.59342  -0.07
H: -3.28221 3.78010 -2.91591  0.20
O: -1.58601 4.51170 -3.70970  -0.52
C: -0.45185 5.28721 -3.40097  -0.07
H: 0.15085 5.32353 -4.31001  0.20
C: 0.34001 4.66631 -2.24655  -0.27
H: 1.16493 5.31146 -1.94635  0.24
H: 0.72789 3.68312 -2.55894  0.18
H: -0.75803 6.30445 -3.11806  0.17
H: -2.79979 5.38893 -2.29275  0.17
H: -1.43793 2.71200 -1.68267  0.19
H: -1.00051 1.88983 0.75659  0.27
H: -0.13227 -1.69550 0.39412  0.43
H: -3.30832 -2.23150 0.12026  0.22
H: -2.97534 -2.06072 1.86291  0.24
H: -0.76139 -5.88939 3.39348  0.24
H: 0.99900 -7.64688 3.03720  0.23
H: 2.47133 -7.42069 1.01999  0.20
H: 1.06516 -5.71421 -2.06811  0.23
H: 1.66787 -4.62722 -3.32618  0.22
H: 0.01981 -4.43637 -2.70860  0.21

## Properties
HOMO = -8.755 eV
orbital gap = 8.696 eV
SMILES = CCOc1ncccc1C(=O)OCC(=O)Nc1ccc(C)c(S(=O)(=O)N2CCOCC2)c1

Short version: x is the least stable of them.

--- w ---
DFT (ωB97M-V/def2-TZVPD) results for one molecule with the formula C2H5N3O.

Last column: natural (NBO) charge in e.
Cartesian coordinates (Å):
C: -1.16224 -0.17625 -0.17835  0.68
C: 2.18324 -0.30051 0.02128  -0.09
H: -1.92913 1.60290 0.57977  0.40
H: -0.33991 1.68117 -0.03687  0.39
H: -1.85324 -1.83486 0.03406  0.33
H: 2.99840 0.38828 -0.09403  0.19
H: 2.34629 -1.16747 0.68811  0.21
N: -1.24550 1.23451 -0.12350  -0.85
N: -2.23268 -0.93849 -0.17353  -0.74
N: 1.16724 0.21909 -0.49938  -0.12
O: 0.06753 -0.70837 -0.21756  -0.42

## Properties
HOMO = -9.117 eV
orbital gap = 9.762 eV
SMILES = [H]/N=C(/N)ON=C

--- x ---
DFT (ωB97M-V/def2-TZVPD) results for one molecule with the formula C2H5N3O.

Last column: natural (NBO) charge in e.
Cartesian coordinates (Å):
N: -1.96611 0.04257 0.10597  -0.61
C: 1.34506 -0.39924 0.17292  0.12
C: 1.14425 0.97095 -0.05685  -0.41
O: 1.00744 -1.41656 -0.74716  -0.36
N: -0.16259 -1.18848 -0.02243  -0.03
N: -0.88084 -0.22330 -0.62494  -0.05
H: -2.31585 -0.68821 0.71755  0.38
H: -2.67494 0.57589 -0.37128  0.39
H: 2.24499 -0.74687 0.68151  0.19
H: 2.02502 1.60143 -0.06948  0.19
H: 0.23357 1.47182 0.21418  0.21

## Properties
HOMO (spin up / spin down) = -7.964 / -8.232 eV
orbital gap (spin up / spin down) = 7.830 / 8.237 eV

Short version: x is the least stable of them.

--- w ---
DFT (ωB97M-V/def2-TZVPD) results for one molecule with the formula C2H5N3O.

Last column: natural (NBO) charge in e.
Cartesian coordinates (Å):
C: -0.52536 -0.19926 -0.64764  0.34
N: 1.43732 0.06207 0.54359  -0.34
N: -1.48512 0.83755 -0.64432  -0.82
C: 0.54878 -0.76477 1.16864  0.23
O: 0.89896 0.33473 -0.73131  -0.41
N: -0.55775 -0.94450 0.56569  -0.49
H: 2.42692 -0.13658 0.50386  0.39
H: -0.68351 -0.83032 -1.53065  0.17
H: -1.48570 1.36562 -1.50230  0.37
H: -1.35917 1.46048 0.14466  0.37
H: 0.78463 -1.18502 2.12979  0.20

## Properties
HOMO = -8.761 eV
orbital gap = 9.709 eV
SMILES = N[C@@H]1N=CNO1

--- x ---
DFT (ωB97M-V/def2-TZVPD) results for one molecule with the formula C2H5N3O.

Last column: natural (NBO) charge in e.
Cartesian coordinates (Å):
C: 0.73463 -0.85916 -0.14937  0.25
C: -1.35889 0.24072 -0.03705  0.53
H: 0.85808 2.05708 -0.79298  0.37
H: 1.26193 1.68019 0.81234  0.39
H: 0.20590 -1.76049 -0.09030  0.21
H: 2.39208 -1.72158 0.20365  0.35
H: -1.90106 1.16578 -0.24373  0.14
N: 0.50866 1.64609 0.11731  -0.65
N: -0.03396 0.35508 -0.12441  -0.32
N: 1.99000 -0.74884 0.04405  -0.66
O: -2.04054 -0.80958 0.12136  -0.61

## Properties
HOMO = -9.916 eV
orbital gap = 10.697 eV
SMILES = [H]/N=C/N(N)C=O

--- y ---
DFT (ωB97M-V/def2-TZVPD) results for one molecule with the formula C2H5N3O.

Last column: natural (NBO) charge in e.
Cartesian coordinates (Å):
N: -1.96845 -0.32080 0.27397  -0.83
C: -0.68725 0.14023 0.10198  0.70
O: 0.12086 -0.83735 -0.38922  -0.52
N: -0.18026 1.27420 0.37364  -0.79
C: 1.43351 -0.39492 -0.48661  0.41
N: 2.28514 -0.85145 0.30992  -0.62
H: -2.23154 -1.18171 -0.17880  0.40
H: -2.69796 0.36654 0.37739  0.39
H: -0.84069 1.91491 0.79598  0.35
H: 1.57026 0.33042 -1.29053  0.16
H: 3.19637 -0.44007 0.11227  0.35

## Properties
HOMO = -9.694 eV
orbital gap = 10.536 eV
SMILES = [H]/N=C/O/C(N)=N/[H]

Short version: w is the least stable of them.

--- w ---
DFT (ωB97M-V/def2-TZVPD) results for one molecule with the formula C2H5N3O.

Last column: natural (NBO) charge in e.
Cartesian coordinates (Å):
N: 1.63746 -1.21707 0.12307  -0.83
C: 0.82280 -0.34956 -0.55411  0.79
O: 0.96674 -0.04960 -1.72184  -0.61
N: -0.16059 0.17055 0.31351  -0.66
C: -1.14580 0.99454 -0.20913  0.29
N: -2.12566 1.62285 0.31162  -0.68
H: 2.31003 -1.72024 -0.43139  0.41
H: 1.26207 -1.68890 0.92931  0.38
H: -0.21347 -0.21972 1.24496  0.39
H: -0.96813 1.04570 -1.28285  0.19
H: -2.38543 1.41147 1.27684  0.33

## Properties
HOMO = -9.804 eV
orbital gap = 10.338 eV
SMILES = [H]/N=C\NC(N)=O

--- x ---
DFT (ωB97M-V/def2-TZVPD) results for a 2-piece molecular cluster, C2H5N3O overall.

Last column: natural (NBO) charge in e.
Cartesian coordinates (Å):
C: -0.40904 0.12436 -0.38040  0.13
C: 0.85380 -0.38691 0.10430  -0.68
N: -2.05076 3.20768 2.57125  -0.09
N: -2.03260 2.88900 1.52281  0.44
N: -1.48971 0.05255 0.29549  -0.61
O: -1.91381 2.54479 0.42033  -0.35
H: -0.43677 0.39397 -1.43312  0.15
H: 1.28463 -0.85390 -0.72993  0.22
H: 0.81112 -1.13259 0.93670  0.24
H: 1.66965 0.34759 0.56835  0.23
H: -2.31318 0.18000 -0.23203  0.34

## Properties
HOMO = -9.871 eV
orbital gap = 10.955 eV
SMILES = N#[N+][O-].[H]/N=C/C

Short version: x is the least stable of them.